21
Properties=species:S:1:pos:R:3:forces:R:3 method="wB97M-V/def2-TZVPD" orbital_gap_ev="7.9 / 6.4" charge=-1 e_tot_ha=-440.606930 homo_ev="-4.0 / -4.0" e_above_lowest_ev=1.767 multiplicity=2
C -1.381606 1.347604 -0.744295 1.275 0.192 -0.422
N -0.343152 0.843672 -1.594139 -0.856 -0.986 -0.260
C 0.733035 0.069917 -0.979372 -0.117 0.154 0.595
C 0.301932 -1.295229 -0.418890 -0.226 0.126 -0.979
C -0.443781 -2.124528 -1.460036 0.842 -0.982 -0.048
O -2.206584 0.481049 -0.177542 -0.549 -0.190 -0.003
H -1.864011 2.195439 -1.269954 -0.075 -0.002 0.455
H -0.076215 1.430734 -2.355143 0.111 0.356 -0.037
H 1.468240 -0.061191 -1.776050 0.283 -0.064 0.179
H 1.110719 0.632119 -0.102347 0.430 -0.125 -0.532
H 1.805009 2.092027 2.011772 -0.016 0.054 -0.056
H 1.211493 -1.794718 -0.078857 -0.153 -0.003 0.223
H -1.390339 -1.667394 -1.671656 -0.402 0.285 -0.468
H -0.640354 -3.157206 -1.159372 -0.145 0.042 0.555
H 0.158857 -2.304094 -2.365797 -0.222 0.617 -0.063
H 1.108071 -0.455681 3.942517 -0.072 0.280 0.006
H -0.813933 1.684636 0.177625 -0.294 0.491 0.337
O 1.281070 -0.598590 3.011849 0.242 -0.150 -0.225
H 1.295299 0.355972 2.448412 -0.252 -0.380 0.235
H -0.372982 -1.118657 0.411677 0.242 -0.094 0.353
O 1.233186 1.427980 1.615064 -0.047 0.380 0.155

---

15
Properties=species:S:1:pos:R:3:forces:R:3 method="wB97M-V/def2-TZVPD" orbital_gap_ev=8.1 charge=-2 e_tot_ha=-549.251730 homo_ev=-1.5 e_above_lowest_ev=0.765 multiplicity=1
H -0.114394 1.042219 -1.493496 -1.203 2.699 1.545
N 0.292201 0.353114 -2.002152 1.986 -4.851 -1.472
C 0.522241 -0.622957 -1.168936 -0.891 1.368 0.106
C 0.191557 -0.322731 0.342824 -0.826 1.576 -1.525
C -0.686372 1.036956 0.514655 -1.706 -3.174 -0.054
C -0.753192 1.360876 1.976869 0.291 1.412 1.853
O -1.879140 1.286099 2.567780 0.915 -0.112 -0.601
O 0.349402 1.736408 2.493161 -0.854 -0.380 -0.213
C 1.042318 -2.081662 -1.578542 0.837 -0.066 -0.135
O 1.340066 -2.842361 -0.637653 -0.377 0.398 1.255
O 1.192224 -2.388945 -2.771474 -0.549 0.918 -0.841
H 1.109468 -0.242358 0.933880 -0.224 0.042 -0.113
H -0.428943 -1.088895 0.759530 -0.073 -0.762 0.234
H -1.774210 0.955240 0.172458 1.214 -0.839 0.333
H -0.403226 1.818997 -0.108904 1.462 1.773 -0.372